{"formula": "C56H154N14O14", "method": "ωB97M-V/def2-TZVPD", "symbols": ["C", "C", "C", "O", "C", "N", "H", "H", "H", "H", "H", "H", "H", "H", "H", "H", "H", "C", "C", "C", "O", "C", "N", "H", "H", "H", "H", "H", "H", "H", "H", "H", "H", "H", "C", "C", "C", "O", "C", "N", "H", "H", "H", "H", "H", "H", "H", "H", "H", "H", "H", "C", "C", "C", "O", "C", "N", "H", "H", "H", "H", "H", "H", "H", "H", "H", "H", "H", "C", "C", "C", "O", "C", "N", "H", "H", "H", "H", "H", "H", "H", "H", "H", "H", "H", "C", "C", "C", "O", "C", "N", "H", "H", "H", "H", "H", "H", "H", "H", "H", "H", "H", "C", "C", "C", "O", "C", "N", "H", "H", "H", "H", "H", "H", "H", "H", "H", "H", "H", "C", "C", "C", "O", "C", "N", "H", "H", "H", "H", "H", "H", "H", "H", "H", "H", "H", "C", "C", "C", "O", "C", "N", "H", "H", "H", "H", "H", "H", "H", "H", "H", "H", "H", "C", "C", "C", "O", "C", "N", "H", "H", "H", "H", "H", "H", "H", "H", "H", "H", "H", "C", "C", "C", "O", "C", "N", "H", "H", "H", "H", "H", "H", "H", "H", "H", "H", "H", "C", "C", "C", "O", "C", "N", "H", "H", "H", "H", "H", "H", "H", "H", "H", "H", "H", "C", "C", "C", "O", "C", "N", "H", "H", "H", "H", "H", "H", "H", "H", "H", "H", "H", "C", "C", "C", "O", "C", "N", "H", "H", "H", "H", "H", "H", "H", "H", "H", "H", "H"], "positions_angstrom": [[-0.29574, -1.62232, -0.99977], [0.29349, -0.29395, -1.47477], [1.08682, 0.43254, -0.39456], [0.25694, 0.67219, 0.71345], [0.96638, 1.40797, 1.69249], [1.10526, -0.59987, -2.65369], [-0.56077, -2.24939, -1.85417], [-1.19355, -1.47331, -0.39872], [0.39903, -2.19619, -0.38279], [-0.50342, 0.41517, -1.73856], [1.38058, 1.37706, -0.87024], [2.03050, -0.09049, -0.18909], [1.35750, 2.33372, 1.25389], [1.79776, 0.80417, 2.07314], [0.28593, 1.63013, 2.51327], [1.38566, 0.24887, -3.14142], [0.58168, -1.13632, -3.33316], [3.14978, 2.81915, -2.73173], [2.90513, 2.33754, -4.15349], [3.74043, 1.10878, -4.57309], [5.11614, 1.32833, -4.44410], [5.70812, 2.07237, -5.46092], [1.47164, 2.05846, -4.37200], [2.59834, 3.70138, -2.40405], [4.21309, 3.05028, -2.63025], [2.94217, 2.02980, -2.00587], [3.22944, 3.20209, -4.74948], [3.48193, 0.88850, -5.61735], [3.44983, 0.23950, -3.98403], [5.65947, 1.54713, -6.42498], [6.75956, 2.25534, -5.24312], [5.27587, 3.06490, -5.64466], [1.29922, 1.94727, -5.37217], [1.01586, 2.95914, -4.22118], [-5.17859, -1.88454, -2.99557], [-5.98558, -0.98886, -2.04143], [-5.24894, 0.34705, -1.83931], [-4.29913, 0.06568, -0.80818], [-3.64770, 1.25099, -0.38336], [-7.32305, -0.78553, -2.61454], [-5.60252, -2.89235, -3.07477], [-4.12659, -2.04692, -2.75250], [-5.28758, -1.47766, -4.00550], [-6.10216, -1.49453, -1.08402], [-5.94911, 1.11893, -1.50438], [-4.66861, 0.69184, -2.70200], [-2.86331, 1.02785, 0.34406], [-4.39570, 1.89494, 0.08292], [-3.05987, 1.70711, -1.18870], [-7.28112, -0.62362, -3.61631], [-7.81003, -1.67557, -2.54727], [-7.65112, -4.02328, 1.14415], [-6.55275, -4.69937, 0.32034], [-5.16366, -4.72578, 0.94662], [-4.55829, -3.45499, 0.94503], [-3.63768, -3.23448, -0.10332], [-6.89747, -6.10791, 0.03671], [-7.85884, -4.44974, 2.12534], [-8.54189, -3.93688, 0.52204], [-7.33262, -2.99413, 1.35494], [-6.49257, -4.13722, -0.61689], [-4.46251, -5.49145, 0.58784], [-5.22091, -5.09205, 1.98422], [-4.14002, -3.38097, -1.06579], [-2.81211, -3.95325, -0.06820], [-3.33039, -2.19413, -0.04260], [-7.08794, -6.55007, 0.93725], [-7.83542, -6.13753, -0.36378], [-0.23785, 3.20375, 10.44960], [0.01158, 2.56458, 9.08565], [-0.11010, 3.60239, 7.95444], [0.08644, 2.91569, 6.73765], [-0.28919, 3.67195, 5.59979], [1.35142, 1.97681, 9.07346], [-1.19909, 3.70910, 10.50320], [0.55230, 3.94505, 10.62427], [-0.04997, 2.49484, 11.25468], [-0.76729, 1.82998, 8.87444], [0.57160, 4.44426, 8.11516], [-1.15077, 3.95748, 7.93118], [0.03516, 3.19702, 4.68098], [0.19166, 4.65326, 5.68850], [-1.36444, 3.87233, 5.65692], [2.01687, 2.72346, 9.25640], [1.56100, 1.67002, 8.12807], [-1.01926, -3.37196, -5.11181], [-2.24602, -3.69259, -5.95721], [-3.28567, -4.44729, -5.11445], [-2.68734, -5.55663, -4.50619], [-3.35137, -6.12821, -3.40558], [-2.80998, -2.54066, -6.65956], [-1.29608, -2.50333, -4.50522], [-0.14036, -3.15168, -5.72147], [-0.71019, -4.17431, -4.44606], [-2.00574, -4.39301, -6.76564], [-4.21411, -4.70556, -5.63695], [-3.63374, -3.73891, -4.34324], [-3.20543, -5.57239, -2.47439], [-3.08729, -7.17010, -3.23213], [-4.42347, -6.14474, -3.64091], [-2.58800, -1.68042, -6.14265], [-2.25098, -2.47003, -7.50481], [1.07868, -2.09202, 2.60140], [1.79585, -2.51247, 3.87706], [0.92313, -2.42329, 5.14334], [0.78027, -1.04324, 5.41492], [0.13748, -0.73159, 6.63519], [2.26220, -3.89417, 3.64960], [1.78366, -1.83472, 1.80211], [0.50857, -1.15995, 2.71374], [0.37462, -2.79469, 2.15089], [2.66868, -1.89164, 4.07799], [1.57795, -2.86738, 5.90116], [-0.00502, -2.99086, 5.04993], [0.41404, 0.30815, 6.81896], [0.54488, -1.23739, 7.51908], [-0.94536, -0.86372, 6.59796], [1.60182, -4.37922, 3.05425], [3.10633, -3.84437, 3.07902], [0.37688, -8.85874, -3.03957], [0.00662, -7.55754, -3.73472], [1.11043, -6.52626, -3.83967], [1.40639, -6.01446, -2.54529], [1.96845, -4.72425, -2.61836], [-0.42576, -7.89364, -5.09755], [-0.41268, -9.60431, -3.12452], [0.68730, -8.74912, -1.99853], [1.28499, -9.27681, -3.48722], [-0.81123, -7.05233, -3.20741], [0.68302, -5.71103, -4.43361], [1.94874, -6.94485, -4.40707], [2.89853, -4.68967, -3.19614], [2.22067, -4.46114, -1.58769], [1.29531, -3.94470, -2.98928], [-1.25762, -8.47622, -5.02607], [-0.83424, -7.04030, -5.48314], [-2.53020, -4.61666, 3.84132], [-3.06719, -3.30835, 4.41174], [-2.48390, -2.05329, 3.75560], [-2.75529, -0.96957, 4.59999], [-2.18793, 0.25387, 4.17198], [-4.53404, -3.31639, 4.15950], [-2.54235, -4.62619, 2.74998], [-3.16383, -5.41852, 4.21694], [-1.51266, -4.77828, 4.20443], [-3.02131, -3.31480, 5.50306], [-2.86544, -2.00232, 2.72386], [-1.40269, -2.12782, 3.56395], [-2.40939, 0.42382, 3.11015], [-1.10827, 0.31801, 4.32144], [-2.76835, 1.00286, 4.71150], [-4.55544, -3.23985, 3.14007], [-4.95070, -2.42168, 4.41547], [8.35993, 7.44606, 1.10845], [7.51950, 6.31870, 1.70499], [6.84319, 5.47342, 0.63998], [5.96477, 4.51715, 1.19951], [5.05091, 4.00286, 0.25784], [8.38192, 5.54499, 2.61492], [9.30679, 7.05428, 0.73412], [8.52832, 8.16870, 1.90570], [7.85238, 7.99938, 0.31592], [6.77180, 6.82443, 2.32743], [7.55855, 5.06446, -0.08292], [6.20379, 6.18797, 0.09699], [4.43539, 4.75649, -0.24296], [4.36479, 3.36152, 0.81039], [5.50436, 3.41039, -0.54267], [7.86713, 4.69631, 2.85163], [9.13649, 5.19976, 2.01869], [-4.25391, 2.10703, -8.34870], [-3.57883, 0.87518, -7.76226], [-3.17451, 1.16258, -6.33059], [-2.26309, 0.18981, -5.82482], [-1.91052, 0.50636, -4.49290], [-4.61644, -0.17565, -7.81739], [-4.62440, 1.90214, -9.35436], [-3.56714, 2.95597, -8.45896], [-5.08601, 2.52070, -7.77840], [-2.70085, 0.56211, -8.34005], [-4.08224, 1.27720, -5.72443], [-2.71373, 2.15779, -6.28366], [-2.83670, 0.48796, -3.89940], [-1.60388, 1.55000, -4.34676], [-1.17233, -0.20350, -4.13919], [-4.23977, -1.05059, -7.44918], [-4.73172, -0.41322, -8.80158], [1.96502, 5.28378, 2.88982], [3.01459, 6.38542, 3.04025], [3.88997, 6.20820, 4.28523], [3.22353, 5.88459, 5.48823], [2.40145, 6.95254, 5.93152], [3.77517, 6.49365, 1.78441], [1.26318, 5.28381, 3.72584], [2.45371, 4.30503, 2.85556], [1.41494, 5.41396, 1.96121], [2.45210, 7.31807, 3.16057], [4.46993, 7.12620, 4.45989], [4.59565, 5.39355, 4.09484], [1.75024, 6.62042, 6.73561], [1.77808, 7.44583, 5.18196], [3.07744, 7.72879, 6.30994], [4.20262, 7.41799, 1.75576], [4.57111, 5.87423, 1.96339], [-0.68493, 3.41998, -1.47318], [-1.62049, 4.55432, -1.09901], [-1.78182, 4.71225, 0.40794], [-2.25656, 3.55183, 1.04965], [-2.16849, 3.58788, 2.44161], [-1.12276, 5.80377, -1.66222], [-1.03935, 2.44607, -1.15050], [0.33633, 3.58499, -1.11571], [-0.56436, 3.45779, -2.55979], [-2.63213, 4.34980, -1.45915], [-2.45628, 5.55048, 0.63578], [-0.80602, 4.96529, 0.84272], [-2.91081, 4.28756, 2.85172], [-1.21735, 3.96561, 2.83660], [-2.35464, 2.60192, 2.85248], [-0.16962, 6.03719, -1.40551], [-1.66526, 6.59428, -1.32767], [5.50458, -1.36659, 1.36575], [4.87918, -2.57532, 0.65829], [5.64669, -3.00476, -0.59904], [5.86386, -2.00324, -1.56322], [4.74699, -1.24270, -1.94711], [4.66977, -3.61882, 1.68073], [6.54115, -1.62878, 1.60542], [5.01610, -1.19623, 2.32296], [5.52627, -0.49251, 0.71760], [3.85438, -2.32913, 0.35683], [5.06905, -3.77069, -1.14705], [6.56966, -3.50924, -0.30164], [5.07126, -0.68842, -2.83006], [4.45109, -0.42895, -1.27371], [3.86763, -1.83689, -2.21387], [4.36730, -4.44364, 1.16158], [5.54386, -3.86852, 2.13764]], "lumo_energy_ev": 0.30, "e_tot_ev": -110088.2522, "e_homo_ev": -8.62, "largest_force_ev_per_a": 1.99}